DFT (ωB97M-V/def2-TZVPD) results for a cluster of 9 separate species, C11H40O9 in total in a non-equilibrium geometry.

## Properties
SMILES   CCO.CCO.CO.CO.CO.CO.CO.CO.CO
Multiplicity   1
Total charge   0
M   316.432 g mol⁻¹
Calculated total energy   -30477.29138 eV
Energy above the lowest of the compared OMol25 structures with the same formula, charge and spin   129.1 kcal per mole

Structure (XYZ):
```
60
Properties=species:S:1:pos:R:3:forces:R:3:lowdin_charge:R:1
C -0.015 -0.774 0.426 -0.2 -0.5 0.0 -0.08
C 1.109 -0.244 -0.433 1.5 1.4 0.3 -0.33
O 1.493 -1.023 -1.562 -0.6 -0.9 0.3 -0.08
H -0.019 -0.414 1.454 0.2 1.0 -0.2 0.07
H 0.149 -1.818 0.692 -0.1 -0.4 -0.8 0.07
H -1.006 -0.608 0.004 0.0 -0.3 0.0 0.07
H 1.968 -0.086 0.219 0.4 -0.6 0.3 0.10
H 1.019 0.777 -0.805 -1.1 0.2 0.1 0.11
H 2.155 -0.541 -2.063 0.0 0.1 0.0 0.08
C -4.048 0.294 6.405 0.9 0.7 0.5 -0.09
C -4.513 0.409 7.879 -1.3 -0.9 -1.4 -0.28
O -5.561 -0.565 8.074 0.6 -0.3 0.8 -0.11
H -3.781 -0.683 6.002 -0.6 -0.5 0.7 0.07
H -3.073 0.773 6.314 -0.1 0.8 -0.2 0.06
H -4.779 0.726 5.721 0.1 0.2 0.0 0.07
H -5.009 1.353 8.105 0.6 0.5 -0.3 0.10
H -3.704 0.289 8.600 -0.2 -0.5 0.0 0.11
H -6.208 -0.439 7.377 0.0 0.1 0.0 0.07
C -3.193 -5.199 2.655 0.1 0.7 1.3 -0.17
O -4.599 -5.341 2.507 0.3 0.4 -0.3 -0.12
H -2.932 -5.226 3.713 0.0 -1.1 0.2 0.07
H -2.632 -5.920 2.060 0.1 0.3 0.0 0.08
H -2.906 -4.154 2.540 0.2 0.0 -1.1 0.07
H -4.821 -4.537 2.032 -0.7 -0.3 -0.1 0.07
C 3.831 -1.867 -6.081 -0.7 0.3 -0.2 -0.16
O 3.671 -0.532 -5.596 0.1 -0.2 -0.1 -0.13
H 3.097 -2.477 -5.553 0.4 -0.1 0.3 0.08
H 3.525 -1.934 -7.125 0.2 0.0 -0.2 0.07
H 4.861 -2.210 -5.987 -0.1 -0.2 0.2 0.08
H 4.205 0.030 -6.163 0.0 0.2 0.1 0.07
C 1.421 -5.983 -2.088 0.8 0.3 0.5 -0.18
O 0.335 -5.082 -2.089 -0.3 -0.2 -0.3 -0.12
H 1.834 -6.005 -1.079 0.1 -0.5 0.2 0.07
H 1.159 -6.991 -2.409 -0.4 0.2 0.1 0.08
H 2.241 -5.635 -2.716 0.0 0.0 -0.3 0.07
H 0.641 -4.313 -1.604 -0.2 0.2 -0.1 0.07
C -1.047 2.437 -7.263 0.0 -0.4 1.1 -0.13
O -1.106 1.254 -6.384 -0.3 1.4 -1.1 -0.13
H -0.427 3.236 -6.858 0.4 -0.2 0.2 0.06
H -0.703 2.236 -8.278 -0.1 -0.4 0.0 0.07
H -2.034 2.900 -7.283 -0.2 -0.5 -0.1 0.07
H -0.221 0.945 -6.174 0.2 0.2 -0.2 0.06
C 4.850 4.588 -2.035 -0.6 -0.5 -0.4 -0.15
O 3.465 4.782 -2.330 -0.3 0.9 0.8 -0.14
H 5.520 5.136 -2.698 0.0 -0.3 -0.4 0.07
H 5.116 4.964 -1.047 -0.7 0.0 0.1 0.08
H 4.955 3.504 -2.048 1.0 0.0 0.0 0.07
H 3.211 4.585 -3.235 0.6 -0.1 0.0 0.07
C 3.169 1.161 5.112 0.7 0.9 0.2 -0.18
O 3.039 -0.049 5.801 -0.7 -0.8 0.1 -0.12
H 2.400 1.883 5.386 -0.1 0.0 0.0 0.08
H 4.129 1.568 5.429 0.1 0.5 -0.4 0.07
H 3.153 1.055 4.027 0.0 -0.4 0.1 0.07
H 2.504 0.142 6.575 0.1 -0.3 0.1 0.07
C -2.418 5.221 -1.128 -0.6 0.3 -1.1 -0.19
O -3.075 4.432 -0.203 -0.5 -0.9 1.7 -0.12
H -1.469 4.776 -1.428 0.2 0.3 -0.1 0.08
H -3.116 5.267 -1.964 0.5 0.5 -0.7 0.08
H -2.317 6.233 -0.738 0.3 -0.1 0.1 0.08
H -3.489 3.696 -0.660 0.1 0.0 0.1 0.08
```
Positions in Å, forces in eV/Å.